This record from the Open Molecules 2025 dataset describes a structure of composition C4H6NaO3. The level of theory is wB97M-V/def2-TZVPD.

HOMO (spin up / spin down) in eV: -4.70 / -9.07
Energy above the lowest of the compared OMol25 structures with the same formula, charge and spin in kJ/mol: 134.8
Multiplicity: 2
E_LUMO (spin up / spin down) in eV: -0.7569 / -0.9415
E in Eh: -543.9632

Last column: Mulliken spin population.
Positions of all 14 atoms, in Å:
C (1.832, 0.157, 0.363)  0.352
O (1.028, -0.924, 0.321)  -0.048
C (-0.539, -0.100, -0.374)  0.617
C (-0.157, 1.330, -0.072)  0.007
O (1.220, 1.372, 0.271)  -0.061
C (-1.738, -0.665, 0.328)  -0.040
O (2.955, 0.063, -0.220)  0.030
Na (3.084, -2.198, -0.516)  0.066
H (-0.499, -0.331, -1.446)  0.012
H (-0.278, 1.986, -0.946)  0.018
H (-0.748, 1.735, 0.764)  -0.009
H (-1.835, -1.742, 0.139)  0.010
H (-2.668, -0.185, -0.024)  0.037
H (-1.658, -0.499, 1.413)  0.009

---

This record from the Open Molecules 2025 dataset describes the molecule C4H6O. The level of theory is wB97M-V/def2-TZVPD.

HOMO in eV: -9.39
Energy above the lowest of the compared OMol25 structures with the same formula, charge and spin in kJ/mol: 243.6
Structure (SMILES): O=C1CCC1
E_LUMO in eV: 0.7727
E in Eh: -231.1309

Last column: natural (NBO) charge in e.
Positions of all 11 atoms, in Å:
O (-2.456, 0.116, -0.177)  -0.541
C (-1.258, 0.009, -0.062)  0.582
C (-0.112, 1.037, -0.194)  -0.516
C (0.911, -0.032, 0.229)  -0.380
C (-0.278, -1.065, 0.267)  -0.607
H (0.042, 1.414, -1.209)  0.229
H (-0.154, 1.865, 0.510)  0.244
H (1.591, 0.023, 1.064)  0.227
H (1.595, -0.217, -0.676)  0.172
H (-0.447, -1.979, 0.838)  0.243
H (0.567, -1.174, -0.589)  0.346

---

This record from the Open Molecules 2025 dataset describes the molecule C4H6O. The level of theory is wB97M-V/def2-TZVPD.

HOMO in eV: -9.23
Energy above the lowest of the compared OMol25 structures with the same formula, charge and spin in kJ/mol: 316.4
E_LUMO in eV: 1.1644
E in Eh: -231.1032

Last column: natural (NBO) charge in e.
Positions of all 11 atoms, in Å:
C (-0.160, 0.803, 0.784)  -0.448
C (-0.873, -0.481, -0.065)  0.081
C (0.169, -0.288, -1.137)  -0.425
C (0.820, -0.231, 0.263)  0.077
O (-0.044, -1.368, 0.683)  -0.519
H (-0.125, 1.829, 0.377)  0.195
H (-0.332, 0.808, 1.875)  0.209
H (-1.867, -0.190, 0.169)  0.226
H (0.423, -1.173, -1.722)  0.218
H (0.116, 0.621, -1.738)  0.207
H (1.872, -0.329, 0.512)  0.180

---

This record from the Open Molecules 2025 dataset describes the molecule C4H6O. The level of theory is wB97M-V/def2-TZVPD.

HOMO in eV: -9.08
Energy above the lowest of the compared OMol25 structures with the same formula, charge and spin in kJ/mol: 256.1
Structure (SMILES): C1C[C@H]2O[C@@H]12
E_LUMO in eV: 1.1722
E in Eh: -231.1262

Last column: natural (NBO) charge in e.
Positions of all 11 atoms, in Å:
C (0.495, 0.076, -0.853)  -0.417
C (0.231, 1.015, 0.353)  -0.430
C (-0.533, -0.128, 1.019)  -0.015
O (-1.665, -0.384, 0.227)  -0.453
C (-0.484, -0.927, -0.283)  0.061
H (1.515, -0.320, -0.761)  0.212
H (0.300, 0.400, -1.871)  0.201
H (1.108, 1.366, 0.901)  0.215
H (-0.408, 1.869, 0.109)  0.224
H (-0.068, -0.953, 1.534)  0.217
H (-0.490, -2.015, -0.374)  0.185

---

This record from the Open Molecules 2025 dataset describes a cluster of 2 separate species, C4H6O in total. The level of theory is wB97M-V/def2-TZVPD.

HOMO in eV: -9.63
Energy above the lowest of the compared OMol25 structures with the same formula, charge and spin in kJ/mol: 294.0
Structure (SMILES): C1=CC1.C=O
E_LUMO in eV: 0.9431
E in Eh: -231.1117

Last column: natural (NBO) charge in e.
Positions of all 11 atoms, in Å:
C (0.944, -0.242, 0.677)  -0.172
C (1.761, 0.738, 0.532)  -0.175
C (0.482, 0.833, -0.260)  -0.467
H (0.614, -1.189, 1.084)  0.249
H (2.697, 1.229, 0.759)  0.228
H (0.499, 0.667, -1.343)  0.176
H (-0.298, 1.537, 0.050)  0.176
C (-1.673, -0.888, -0.377)  0.289
O (-1.405, -1.824, 0.335)  -0.531
H (-1.416, -0.870, -1.452)  0.113
H (-2.205, 0.008, -0.005)  0.113

---

This record from the Open Molecules 2025 dataset describes the molecule C4H6O. The level of theory is wB97M-V/def2-TZVPD.

HOMO in eV: -9.56
Energy above the lowest of the compared OMol25 structures with the same formula, charge and spin in kJ/mol: 80.6
Structure (SMILES): C=CCC=O
E_LUMO in eV: 1.1508
E in Eh: -231.1930

Last column: natural (NBO) charge in e.
Positions of all 11 atoms, in Å:
C (-1.416, 0.247, 0.582)  -0.406
C (-0.604, -0.658, 0.044)  -0.161
C (0.415, -0.132, -0.927)  -0.539
C (1.349, 0.334, 0.162)  0.436
O (2.073, -0.502, 0.642)  -0.543
H (-1.626, 1.176, 0.056)  0.192
H (-1.941, 0.049, 1.500)  0.205
H (-0.522, -1.672, 0.440)  0.224
H (0.970, -0.877, -1.496)  0.238
H (0.003, 0.652, -1.566)  0.221
H (1.327, 1.360, 0.589)  0.133

---

This record from the Open Molecules 2025 dataset describes the molecule C4H6O. The level of theory is wB97M-V/def2-TZVPD.

HOMO in eV: -8.80
Energy above the lowest of the compared OMol25 structures with the same formula, charge and spin in kJ/mol: 29.9
Structure (SMILES): CCC=C=O
E_LUMO in eV: 0.8950
E in Eh: -231.2123

Last column: natural (NBO) charge in e.
Positions of all 11 atoms, in Å:
C (-0.510, 0.706, -0.843)  -0.601
C (-0.789, -0.425, 0.147)  -0.393
C (0.462, -0.617, 0.964)  -0.550
C (1.620, -0.224, 0.482)  0.710
O (2.661, 0.141, 0.092)  -0.469
H (0.515, 0.558, -1.245)  0.198
H (-0.569, 1.670, -0.323)  0.214
H (-1.170, 0.722, -1.706)  0.215
H (-1.611, -0.176, 0.825)  0.211
H (-1.084, -1.350, -0.366)  0.205
H (0.475, -1.006, 1.972)  0.261

---

This record from the Open Molecules 2025 dataset describes the molecule C4H6O. The level of theory is wB97M-V/def2-TZVPD.

HOMO in eV: -9.80
Energy above the lowest of the compared OMol25 structures with the same formula, charge and spin in kJ/mol: 265.6
Structure (SMILES): C#CCCO
E_LUMO in eV: 0.6931
E in Eh: -231.1226

Last column: natural (NBO) charge in e.
Positions of all 11 atoms, in Å:
C (1.952, -1.542, -1.017)  -0.248
C (1.097, -0.820, -0.479)  -0.029
C (0.441, 0.294, 0.146)  -0.517
C (-0.999, 0.164, 0.567)  -0.049
O (-1.552, 1.483, 0.577)  -0.738
H (2.768, -2.171, -1.589)  0.268
H (1.007, 0.711, 1.024)  0.234
H (0.422, 1.171, -0.599)  0.255
H (-1.362, -0.414, -0.369)  0.163
H (-1.136, -0.404, 1.486)  0.177
H (-2.638, 1.529, 0.252)  0.484

---

This record from the Open Molecules 2025 dataset describes a structure of composition C4H6O. The level of theory is wB97M-V/def2-TZVPD.

HOMO in eV: -9.75
Energy above the lowest of the compared OMol25 structures with the same formula, charge and spin in kJ/mol: 175.9
E_LUMO in eV: 0.5644
E in Eh: -231.1567

Last column: natural (NBO) charge in e.
Positions of all 11 atoms, in Å:
O (-2.453, 0.034, -0.373)  -0.514
C (-1.325, 0.038, 0.037)  0.575
C (-0.171, 1.082, 0.027)  -0.539
C (0.566, -0.014, 0.778)  -0.078
C (-0.436, -0.910, 0.773)  -0.327
H (0.207, 1.332, -0.971)  0.222
H (-0.364, 1.997, 0.594)  0.222
H (1.579, -0.048, 1.167)  0.217
H (1.682, -0.579, -1.810)  -0.004
H (-0.553, -1.919, 1.150)  0.225
H (1.270, -1.015, -1.371)  -0.001

---

This record from the Open Molecules 2025 dataset describes the molecule C4H6O. The level of theory is wB97M-V/def2-TZVPD.

HOMO (spin up / spin down) in eV: -6.27 / -9.95
Energy above the lowest of the compared OMol25 structures with the same formula, charge and spin in kJ/mol: 44.1
Multiplicity: 3
E_LUMO (spin up / spin down) in eV: 1.1100 / -2.4154
E in Eh: -231.0630

Last column: Mulliken spin population.
Positions of all 11 atoms, in Å:
C (1.267, -0.210, 0.300)  0.054
C (0.203, 0.055, -0.408)  0.263
C (2.733, -0.053, -0.283)  0.597
C (-1.140, -0.205, 0.101)  -0.006
O (3.874, 0.034, 0.186)  0.923
H (0.149, 0.278, -1.486)  -0.001
H (2.706, 0.018, -1.331)  0.112
H (1.392, -0.385, 1.384)  0.014
H (-1.618, -0.520, -0.805)  0.006
H (-1.568, 0.727, 0.553)  0.030
H (-1.338, -0.862, 0.956)  0.009

---

This record from the Open Molecules 2025 dataset describes a structure of composition C4H6O11RbS2. The level of theory is wB97M-V/def2-TZVPD.

HOMO in eV: 2.48
Net charge: -3
E_LUMO in eV: 5.1799
E in Eh: -1804.0669

Last column: Mulliken charge in e.
Positions of all 24 atoms, in Å:
Rb (-23.871, 24.726, -8.193)  1.005
S (-24.893, 21.267, -6.451)  0.960
O (-26.322, 20.894, -6.144)  -0.808
O (-24.414, 20.420, -7.573)  -0.766
O (-24.946, 22.670, -6.916)  -0.666
O (-24.037, 21.068, -5.267)  -0.763
S (-25.539, 24.160, -11.009)  1.191
O (-25.767, 22.724, -11.268)  -0.692
O (-26.109, 24.552, -9.682)  -0.767
O (-24.101, 24.555, -10.951)  -0.866
O (-26.243, 24.911, -12.088)  -0.827
C (-26.787, 27.027, -5.943)  -1.190
C (-26.178, 25.746, -5.314)  1.327
C (-25.319, 25.906, -4.066)  -0.373
O (-25.815, 24.919, -3.186)  -0.353
C (-27.037, 24.525, -3.556)  0.636
O (-27.813, 23.910, -2.897)  -0.582
O (-27.325, 25.031, -4.789)  -0.414
H (-26.380, 27.911, -5.434)  0.305
H (-27.864, 27.128, -5.947)  0.324
H (-26.409, 27.031, -6.969)  0.275
H (-25.667, 25.132, -6.055)  -0.502
H (-25.471, 26.935, -3.708)  0.257
H (-24.251, 25.762, -4.206)  0.290

---

This record from the Open Molecules 2025 dataset describes the molecule C4H6O2. The level of theory is wB97M-V/def2-TZVPD.

HOMO in eV: -9.73
Energy above the lowest of the compared OMol25 structures with the same formula, charge and spin in kJ/mol: 133.4
Structure (SMILES): C=C(C)OC=O
E_LUMO in eV: 1.0093
E in Eh: -306.4555

Last column: natural (NBO) charge in e.
Positions of all 12 atoms, in Å:
C (0.057, -0.729, 1.273)  -0.454
C (0.313, 0.141, 0.306)  0.314
C (1.444, 0.127, -0.671)  -0.676
O (-0.666, 1.134, 0.132)  -0.536
C (-1.769, 0.548, -0.414)  0.655
O (-1.756, -0.266, -1.292)  -0.545
H (0.640, -1.630, 1.390)  0.211
H (-0.790, -0.567, 1.933)  0.208
H (1.663, -0.908, -0.948)  0.235
H (2.349, 0.566, -0.239)  0.229
H (1.184, 0.683, -1.574)  0.236
H (-2.668, 0.899, 0.103)  0.124